# 1
The following is a quantum chemistry calculation of a structure of composition C19H43InOP3SSe, from the Open Molecules 2025 dataset.

Values from the calculation:
Maximum force: 1.42 eV/A
E_tot: -4837.76002 Ha
Frontier orbital gap (alpha / beta): 4.02 / 2.83 eV
LUMO (alpha / beta): -11.29 / -12.48 eV
Charge: +3

The geometry in XYZ format:
```
69
C19H43InOP3SSe | the Open Molecules 2025 dataset | ωB97M-V with the def2-TZVPD basis set
In 0.235 -0.302 0.843
P -1.227 -2.484 1.614
P 2.079 -0.593 2.815
P 1.777 -1.816 -0.747
H -2.933 4.563 -6.489
C -2.894 3.625 -7.052
C -3.979 2.852 -7.198
H -4.945 3.130 -6.764
C -2.661 -1.996 2.633
C -0.405 -3.785 2.589
C -1.954 -3.344 0.182
C 3.335 0.727 2.825
C 1.282 -0.331 4.430
C 3.054 -2.118 3.038
C 1.021 -1.767 -2.404
C 1.996 -3.592 -0.383
C 3.461 -1.160 -0.996
H -1.939 3.365 -7.521
H -3.948 1.921 -7.773
H -3.238 -1.208 2.126
H -2.325 -1.618 3.611
H -3.302 -2.879 2.785
H -0.077 -3.387 3.561
H 0.470 -4.184 2.056
H -1.127 -4.596 2.762
H -2.597 -2.642 -0.365
H -2.556 -4.191 0.536
H -1.175 -3.711 -0.502
H 3.920 0.620 3.748
H 2.843 1.709 2.813
H 4.000 0.640 1.955
H 2.041 -0.495 5.206
H 0.448 -1.028 4.582
H 0.912 0.700 4.494
H 3.699 -1.968 3.916
H 3.686 -2.306 2.156
H 2.396 -2.981 3.215
H 1.505 -2.505 -3.055
H 1.134 -0.768 -2.842
H -0.047 -2.000 -2.328
H 2.647 -4.036 -1.151
H 1.033 -4.122 -0.391
H 2.467 -3.738 0.598
H 4.035 -1.863 -1.619
H 3.979 -1.035 -0.032
H 3.399 -0.183 -1.496
C 0.696 2.353 -1.944
C -0.619 1.943 -2.249
C -1.189 2.229 -3.490
C -0.502 3.003 -4.434
C 0.808 3.420 -4.146
C 1.413 3.069 -2.938
Se 1.444 2.023 -0.265
H -1.068 -0.453 -0.363
H -1.176 1.385 -1.500
H -2.184 1.856 -3.729
H -0.991 3.273 -5.375
H 1.355 4.020 -4.874
H 2.439 3.366 -2.732
C -2.751 2.047 3.885
S -2.135 1.740 2.215
C -1.484 3.366 1.775
O -0.865 0.875 2.498
H -3.706 2.578 3.820
H -2.033 2.658 4.445
H -2.897 1.072 4.361
H -0.668 3.612 2.463
H -1.135 3.330 0.735
H -2.276 4.117 1.858
```

# 2
The following is a quantum chemistry calculation of a structure of composition C19H43IrOP3S2, from the Open Molecules 2025 dataset.

Values from the calculation:
Maximum force: 3.04 eV/A
E_tot: -2747.99631 Ha
Frontier orbital gap (alpha / beta): 5.97 / 5.55 eV
LUMO (alpha / beta): -11.10 / -15.26 eV
Spin multiplicity: 6
Charge: +4

The geometry in XYZ format:
```
69
C19H43IrOP3S2 | the Open Molecules 2025 dataset | ωB97M-V with the def2-TZVPD basis set
Ir -0.811 0.999 -0.973
P 0.248 -0.344 -2.488
P 1.342 1.693 -0.217
P -2.620 -0.537 -1.093
H -0.711 3.326 0.467
C -1.483 2.570 0.498
C -1.255 1.398 1.233
H -0.334 1.321 1.810
C 0.449 0.481 -4.094
C 1.925 -1.062 -2.138
C -0.398 -1.999 -3.013
C 1.702 2.957 1.075
C 2.131 0.285 0.687
C 2.448 2.289 -1.567
C -3.977 -0.050 0.046
C -2.440 -2.237 -0.447
C -3.607 -0.822 -2.623
H -2.501 2.878 0.297
H -2.125 0.843 1.564
H 0.763 -0.256 -4.844
H 1.203 1.271 -4.035
H -0.501 0.925 -4.403
H 2.345 -1.474 -3.072
H 1.803 -1.898 -1.430
H 2.645 -0.352 -1.715
H 0.124 -2.275 -3.947
H -1.481 -2.021 -3.186
H -0.135 -2.737 -2.238
H 2.721 3.334 0.889
H 1.665 2.500 2.074
H 1.008 3.803 1.057
H 3.214 0.321 0.498
H 1.716 -0.686 0.387
H 1.942 0.405 1.763
H 3.138 3.024 -1.126
H 1.851 2.786 -2.344
H 3.029 1.490 -2.042
H -4.912 -0.494 -0.335
H -4.072 1.043 0.085
H -3.758 -0.463 1.044
H -3.320 -2.807 -0.783
H -2.419 -2.225 0.654
H -1.541 -2.743 -0.810
H -4.397 -0.054 -2.659
H -4.049 -1.842 -2.586
H -2.981 -0.677 -3.522
C -3.282 3.830 -2.445
C -3.747 4.235 -3.729
C -4.947 4.932 -3.879
C -5.630 5.405 -2.757
C -5.014 5.283 -1.514
C -3.825 4.548 -1.347
S -2.273 2.368 -2.586
H -0.712 2.487 -1.656
H -3.224 3.879 -4.606
H -5.356 5.067 -4.882
H -6.606 5.878 -2.889
H -5.502 5.754 -0.665
H -3.381 4.531 -0.368
C 0.466 -2.122 4.108
S -0.141 -1.904 2.420
C 0.300 -3.478 1.696
O -1.643 -1.860 2.476
H 1.443 -2.617 4.060
H -0.266 -2.709 4.673
H 0.585 -1.125 4.548
H 0.729 -4.120 2.477
H -0.610 -3.941 1.289
H 1.060 -3.300 0.918
```

# 3
The following is a quantum chemistry calculation of a structure of composition C19H43LiN2O11, from the Open Molecules 2025 dataset.

Values from the calculation:
Maximum force: 3.07 eV/A
E_tot: -1694.42199 Ha
Frontier orbital gap: 6.62 eV
LUMO: -0.68 eV
Charge: 0

The geometry in XYZ format:
```
76
C19H43LiN2O11 | the Open Molecules 2025 dataset | ωB97M-V with the def2-TZVPD basis set
Li 3.040 -1.605 0.894
C 2.216 1.778 -0.734
C 0.844 2.393 -0.947
N 0.500 3.368 0.153
C 0.797 2.697 1.512
C 1.444 4.555 0.145
C 0.958 5.766 0.983
C -0.985 3.658 0.108
C -1.496 4.151 -1.278
O -0.610 5.111 -1.794
C -1.105 5.730 -2.952
H 2.690 1.312 -1.593
H 2.117 1.052 0.070
H 3.013 2.364 -0.268
H 0.026 1.670 -1.034
H 0.643 2.832 -1.929
H 0.314 1.724 1.574
H 0.355 3.335 2.274
H 1.869 2.584 1.643
H 1.495 4.757 -0.923
H 2.416 4.249 0.515
H 1.676 6.568 0.822
H 0.851 5.547 2.044
H -0.016 6.115 0.644
H -1.160 4.461 0.819
H -1.660 2.868 0.434
H -2.490 4.581 -1.118
H -1.646 3.308 -1.959
H -1.904 6.447 -2.712
H -1.584 5.046 -3.657
H -0.347 6.357 -3.416
C -0.201 -1.649 0.883
C -1.064 -1.537 -0.335
N -1.547 -2.902 -0.810
C -2.565 -2.714 -1.920
C -0.303 -3.597 -1.473
C -0.557 -4.770 -2.389
C -2.002 -3.759 0.354
C -3.213 -3.249 1.100
O -4.353 -2.919 0.315
C -5.540 -2.732 1.005
H 0.102 -0.673 1.265
H 0.729 -2.124 0.606
H -0.557 -2.258 1.710
H -0.553 -1.033 -1.155
H -1.935 -0.926 -0.083
H -1.963 -2.237 -2.690
H -3.421 -2.162 -1.552
H -2.815 -3.725 -2.228
H 0.300 -3.864 -0.604
H 0.203 -2.746 -1.925
H 0.452 -5.043 -2.701
H -1.029 -4.402 -3.301
H -1.091 -5.611 -1.956
H -1.182 -3.948 1.045
H -2.250 -4.711 -0.119
H -3.064 -2.331 1.678
H -3.473 -4.057 1.792
H -5.784 -3.606 1.622
H -6.321 -2.425 0.315
H -5.494 -1.932 1.763
O 3.018 -3.969 3.766
C 2.219 -3.971 2.630
O 2.599 -3.368 1.606
O 1.128 -4.588 2.762
H 2.398 -4.519 4.277
O 3.911 -1.391 -2.839
C 3.542 -1.502 -1.532
O 4.392 -1.781 -0.654
O 2.301 -1.449 -1.302
H 3.006 -1.414 -3.199
O 4.098 0.449 4.266
C 3.657 0.440 2.939
O 2.797 -0.366 2.524
O 4.328 1.244 2.220
H 4.837 1.045 4.007
```

Repeat the third record exactly.
The following is a quantum chemistry calculation of a structure of composition C19H43LiN2O11, from the Open Molecules 2025 dataset.

Values from the calculation:
Maximum force: 3.07 eV/A
E_tot: -1694.42199 Ha
Frontier orbital gap: 6.62 eV
LUMO: -0.68 eV
Charge: 0

The geometry in XYZ format:
```
76
C19H43LiN2O11 | the Open Molecules 2025 dataset | ωB97M-V with the def2-TZVPD basis set
Li 3.040 -1.605 0.894
C 2.216 1.778 -0.734
C 0.844 2.393 -0.947
N 0.500 3.368 0.153
C 0.797 2.697 1.512
C 1.444 4.555 0.145
C 0.958 5.766 0.983
C -0.985 3.658 0.108
C -1.496 4.151 -1.278
O -0.610 5.111 -1.794
C -1.105 5.730 -2.952
H 2.690 1.312 -1.593
H 2.117 1.052 0.070
H 3.013 2.364 -0.268
H 0.026 1.670 -1.034
H 0.643 2.832 -1.929
H 0.314 1.724 1.574
H 0.355 3.335 2.274
H 1.869 2.584 1.643
H 1.495 4.757 -0.923
H 2.416 4.249 0.515
H 1.676 6.568 0.822
H 0.851 5.547 2.044
H -0.016 6.115 0.644
H -1.160 4.461 0.819
H -1.660 2.868 0.434
H -2.490 4.581 -1.118
H -1.646 3.308 -1.959
H -1.904 6.447 -2.712
H -1.584 5.046 -3.657
H -0.347 6.357 -3.416
C -0.201 -1.649 0.883
C -1.064 -1.537 -0.335
N -1.547 -2.902 -0.810
C -2.565 -2.714 -1.920
C -0.303 -3.597 -1.473
C -0.557 -4.770 -2.389
C -2.002 -3.759 0.354
C -3.213 -3.249 1.100
O -4.353 -2.919 0.315
C -5.540 -2.732 1.005
H 0.102 -0.673 1.265
H 0.729 -2.124 0.606
H -0.557 -2.258 1.710
H -0.553 -1.033 -1.155
H -1.935 -0.926 -0.083
H -1.963 -2.237 -2.690
H -3.421 -2.162 -1.552
H -2.815 -3.725 -2.228
H 0.300 -3.864 -0.604
H 0.203 -2.746 -1.925
H 0.452 -5.043 -2.701
H -1.029 -4.402 -3.301
H -1.091 -5.611 -1.956
H -1.182 -3.948 1.045
H -2.250 -4.711 -0.119
H -3.064 -2.331 1.678
H -3.473 -4.057 1.792
H -5.784 -3.606 1.622
H -6.321 -2.425 0.315
H -5.494 -1.932 1.763
O 3.018 -3.969 3.766
C 2.219 -3.971 2.630
O 2.599 -3.368 1.606
O 1.128 -4.588 2.762
H 2.398 -4.519 4.277
O 3.911 -1.391 -2.839
C 3.542 -1.502 -1.532
O 4.392 -1.781 -0.654
O 2.301 -1.449 -1.302
H 3.006 -1.414 -3.199
O 4.098 0.449 4.266
C 3.657 0.440 2.939
O 2.797 -0.366 2.524
O 4.328 1.244 2.220
H 4.837 1.045 4.007
```

Question: Look up the charge of the first one.
Answer: +3